Entry 1:
156
Properties=species:S:1:pos:R:3 method="wB97M-V/def2-TZVPD" spin_multiplicity=1 e_lumo_ev=-3.73 total_charge=+1 gap_ev=6.16
C 1.35 -3.28 1.75
C 2.17 -2.65 0.52
P 3.28 -1.17 0.96
C 3.70 -1.28 2.82
C 2.36 0.51 0.62
C 0.77 0.50 0.52
C -0.01 0.17 1.86
O 0.46 -0.22 2.94
I -2.21 0.41 1.80
C 3.11 1.54 1.61
O 2.57 1.83 2.92
C 3.48 2.63 3.72
C 4.41 1.79 4.73
C 4.83 2.77 5.94
O 5.63 1.40 4.04
C 2.75 2.92 0.81
N 3.04 2.51 -0.63
Br 4.69 3.46 -0.92
C 3.09 0.97 -0.79
Cl 4.92 0.61 -0.78
N 2.39 0.72 -2.06
C 2.20 -0.73 -2.36
C 3.04 1.38 -3.21
C 4.26 0.80 -4.07
O 2.62 2.52 -3.56
H 1.75 -4.33 2.00
H 1.33 -2.66 2.70
H 0.27 -3.45 1.38
H 2.90 -3.47 0.15
H 1.43 -2.45 -0.32
H 3.87 -2.40 3.03
H 4.71 -0.77 2.94
H 2.90 -0.83 3.49
H 0.45 1.57 0.21
H 0.35 -0.18 -0.29
H 4.23 1.35 1.85
H 2.81 3.29 4.40
H 4.12 3.36 3.13
H 3.90 0.86 5.15
H 5.79 2.45 6.46
H 4.01 2.83 6.74
H 5.01 3.82 5.50
H 5.92 2.14 3.47
H 1.66 3.11 1.09
H 3.33 3.86 1.13
H 2.21 2.92 -1.11
H 1.17 -1.12 -2.04
H 2.99 -1.41 -1.88
H 2.26 -0.97 -3.49
H 4.05 0.90 -5.20
H 5.24 1.36 -3.88
H 4.47 -0.31 -3.90
Cl -5.35 0.57 0.35
C -5.73 -0.52 -1.00
C -4.68 -0.48 -2.08
Cl -4.67 1.07 -2.96
H -6.72 -0.26 -1.38
H -5.79 -1.53 -0.58
H -4.88 -1.26 -2.83
H -3.68 -0.65 -1.68
Cl 0.23 4.54 -2.29
C -0.39 5.72 -1.11
C 0.12 5.44 0.29
Cl -0.57 3.94 0.96
H -1.48 5.71 -1.15
H -0.05 6.70 -1.43
H -0.16 6.25 0.96
H 1.21 5.35 0.31
Cl -8.47 -1.07 -3.56
C -9.38 -2.55 -3.15
C -9.84 -2.55 -1.71
Cl -8.49 -2.71 -0.57
H -8.74 -3.41 -3.37
H -10.24 -2.58 -3.82
H -10.51 -3.40 -1.54
H -10.39 -1.64 -1.46
Cl -1.99 -3.97 -3.58
C -3.41 -5.02 -3.84
C -4.68 -4.22 -4.07
Cl -5.20 -3.37 -2.59
H -3.50 -5.69 -2.98
H -3.19 -5.63 -4.72
H -5.49 -4.89 -4.35
H -4.55 -3.48 -4.86
Cl 7.84 5.12 -0.65
C 7.24 6.27 0.57
C 7.80 5.99 1.95
Cl 7.15 4.48 2.63
H 6.15 6.24 0.56
H 7.56 7.27 0.24
H 7.52 6.79 2.63
H 8.89 5.92 1.93
Cl -3.91 4.74 -3.77
C -4.16 6.41 -4.33
C -3.04 7.34 -3.90
Cl -3.03 7.62 -2.14
H -5.12 6.76 -3.97
H -4.20 6.37 -5.42
H -3.16 8.31 -4.38
H -2.06 6.94 -4.18
Cl -2.75 13.18 -6.65
C -2.00 12.01 -5.53
C -2.28 10.58 -5.93
Cl -4.00 10.14 -5.72
H -2.36 12.22 -4.53
H -0.92 12.19 -5.56
H -1.70 9.89 -5.31
H -2.02 10.39 -6.98
Cl -5.02 2.76 3.01
C -4.04 2.29 4.42
C -4.74 2.60 5.73
Cl -4.86 4.36 6.02
H -3.08 2.79 4.35
H -3.87 1.21 4.35
H -4.17 2.19 6.56
H -5.75 2.19 5.76
Cl -10.38 -3.72 5.57
C -9.59 -4.05 4.01
C -10.25 -3.32 2.86
Cl -11.88 -3.95 2.51
H -9.59 -5.13 3.85
H -8.55 -3.73 4.11
H -9.66 -3.44 1.95
H -10.34 -2.25 3.07
Cl 2.97 -6.00 2.00
C 2.55 -7.10 0.66
C 3.58 -7.05 -0.45
Cl 3.56 -5.49 -1.31
H 1.56 -6.82 0.29
H 2.49 -8.10 1.07
H 3.36 -7.82 -1.19
H 4.59 -7.22 -0.07
Cl 4.73 -4.47 -7.10
C 5.74 -4.95 -5.71
C 5.06 -4.65 -4.39
Cl 4.94 -2.91 -4.07
H 6.70 -4.44 -5.80
H 5.91 -6.02 -5.81
H 5.65 -5.08 -3.57
H 4.06 -5.08 -4.34
Cl 3.48 -10.38 1.95
C 3.07 -11.46 0.59
C 4.10 -11.40 -0.52
Cl 4.08 -9.83 -1.37
H 2.07 -11.19 0.24
H 3.02 -12.47 1.00
H 3.88 -12.17 -1.26
H 5.11 -11.57 -0.14
Cl -0.18 -2.85 8.34
C -0.08 -1.63 7.05
C 1.11 -1.86 6.14
Cl 2.66 -1.55 6.97
H -0.04 -0.64 7.52
H -1.00 -1.70 6.47
H 1.07 -1.17 5.29
H 1.13 -2.88 5.75



Entry 2:
139
Properties=species:S:1:pos:R:3 method="wB97M-V/def2-TZVPD" spin_multiplicity=3 e_lumo_ev="-0.15 / -0.15" s2=2.0083 gap_ev="7.92 / 8.38"
C 1.24 -7.98 5.62
C 2.02 -6.70 5.31
C 1.10 -5.50 5.01
C 1.58 -4.74 3.76
C 0.95 -3.35 3.50
S 2.12 -2.12 4.29
C -0.40 -3.14 4.21
C -1.52 -4.08 3.74
C -2.56 -3.41 2.84
S -3.43 -2.07 3.70
O 0.64 -3.09 2.13
C 1.49 -3.21 0.98
C 3.00 -2.95 1.24
C 3.69 -1.59 1.07
C 5.21 -1.76 1.07
I 6.04 -1.83 3.03
C 1.41 -4.67 0.43
C 0.11 -5.45 0.67
O 0.29 -6.61 1.52
C 0.92 -7.67 0.95
O 0.40 -8.70 0.73
C 0.80 -2.25 -0.08
C 0.56 -0.80 0.42
C -0.42 -0.41 1.54
C -0.92 0.99 1.28
F -1.52 -1.27 1.65
N -0.48 -2.87 -0.45
C -1.50 -2.07 -1.12
C -2.41 -2.95 -1.97
C -3.04 -4.13 -1.23
C -4.10 -3.86 -0.19
O -4.70 -4.71 0.38
O -4.33 -2.56 0.03
P 1.80 -1.99 -1.67
O 2.09 -0.57 -1.94
O 3.08 -2.95 -1.68
O 0.90 -2.70 -2.81
H 1.91 -8.81 5.86
H 0.64 -8.28 4.75
H 0.57 -7.84 6.47
H 2.67 -6.89 4.45
H 2.67 -6.47 6.16
H 1.09 -4.82 5.86
H 0.09 -5.88 4.85
H 1.42 -5.38 2.89
H 2.66 -4.63 3.87
H 2.08 -1.20 3.33
H -0.24 -3.18 5.28
H -0.70 -2.11 4.00
H -1.10 -4.94 3.22
H -2.05 -4.50 4.61
H -2.09 -3.02 1.93
H -3.32 -4.14 2.54
H -3.19 -1.11 2.80
H 3.54 -3.63 0.58
H 3.23 -3.29 2.25
H 3.44 -1.09 0.13
H 3.41 -0.91 1.88
H 5.71 -0.93 0.57
H 5.51 -2.68 0.58
H 2.23 -5.23 0.89
H 1.64 -4.67 -0.64
H -0.33 -5.79 -0.27
H -0.62 -4.84 1.18
H 1.99 -7.49 0.75
H 1.53 -0.38 0.72
H 0.29 -0.20 -0.45
H 0.08 -0.44 2.51
H -0.08 1.67 1.18
H -1.57 1.33 2.09
H -1.50 1.01 0.35
H -0.30 -3.67 -1.05
H -1.06 -1.29 -1.78
H -2.10 -1.56 -0.38
H -1.86 -3.34 -2.83
H -3.21 -2.32 -2.35
H -3.53 -4.80 -1.94
H -2.28 -4.75 -0.73
H -5.05 -2.51 0.68
H 3.07 -3.58 -2.41
H 0.82 -2.07 -3.55
C 3.11 2.73 -2.30
C 2.45 3.13 -3.62
C 3.41 2.93 -4.81
C 4.52 3.97 -4.87
C 3.93 5.38 -4.89
C 3.00 5.66 -3.71
N 1.99 4.55 -3.63
O 0.98 4.74 -4.39
C 3.81 5.82 -2.42
C 2.24 6.96 -3.93
C 1.24 2.23 -3.78
H 3.62 1.77 -2.43
H 3.83 3.44 -1.91
H 2.35 2.59 -1.53
H 2.82 2.98 -5.73
H 3.82 1.92 -4.74
H 5.20 3.85 -4.03
H 5.11 3.81 -5.78
H 4.73 6.13 -4.88
H 3.37 5.52 -5.82
H 3.17 5.73 -1.54
H 4.25 6.82 -2.41
H 4.63 5.11 -2.33
H 1.71 6.97 -4.88
H 2.95 7.79 -3.93
H 1.51 7.13 -3.13
H 0.50 2.44 -3.00
H 1.57 1.19 -3.66
H 0.75 2.34 -4.75
C -5.62 4.83 -1.60
C -5.10 4.69 -0.17
C -5.20 6.01 0.60
C -4.16 7.05 0.16
C -2.75 6.47 0.27
C -2.57 5.16 -0.51
N -3.68 4.22 -0.11
O -3.41 3.56 0.95
C -2.53 5.44 -2.02
C -1.25 4.50 -0.14
C -5.97 3.64 0.52
H -6.56 5.38 -1.59
H -4.94 5.34 -2.27
H -5.82 3.84 -2.02
H -5.06 5.81 1.67
H -6.21 6.40 0.48
H -4.37 7.38 -0.86
H -4.24 7.93 0.79
H -2.01 7.19 -0.10
H -2.52 6.29 1.33
H -2.70 4.52 -2.58
H -1.54 5.81 -2.28
H -3.25 6.19 -2.34
H -1.16 4.35 0.94
H -0.43 5.14 -0.48
H -1.15 3.53 -0.63
H -5.82 2.66 0.06
H -7.02 3.93 0.39
H -5.75 3.55 1.58



Entry 3:
145
Properties=species:S:1:pos:R:3 method="wB97M-V/def2-TZVPD" spin_multiplicity=1 de_lowest_kcal_mol=276.0 e_lumo_ev=1.73 total_charge=-1 gap_ev=5.59
C 4.89 2.83 4.99
C 3.55 2.19 4.91
C 2.12 2.87 4.55
C 2.10 3.77 3.14
C 2.64 5.20 3.70
C 3.32 6.22 2.63
C 4.90 5.82 2.31
C 5.72 6.99 1.50
C 5.45 7.02 -0.11
C 6.68 6.41 -1.03
C 6.22 5.07 -1.92
O 2.78 3.02 2.08
P 1.80 2.43 0.71
C 2.69 3.75 -0.31
C 1.95 4.40 -1.59
C 0.82 5.55 -1.28
C -0.74 5.06 -1.41
C -1.85 6.22 -0.97
C -2.60 5.80 0.43
C -4.23 5.50 0.25
O -4.48 4.15 -0.28
C -5.10 4.17 -1.61
C 0.88 1.56 -0.78
C 1.98 0.90 -1.84
C 1.54 1.09 -3.42
Br 2.10 -1.11 -1.53
P 1.20 0.51 1.68
C -0.50 0.73 2.59
O 2.35 0.04 2.90
O 0.41 3.36 1.22
C 0.59 4.09 2.51
F 0.30 5.49 2.06
C -0.56 3.92 3.68
C -1.43 5.10 4.10
H 5.69 2.43 5.77
H 5.23 3.79 4.37
H 3.53 1.02 5.15
H 1.29 2.04 4.57
H 1.85 3.65 5.41
H 3.40 5.12 4.62
H 1.70 5.77 4.17
H 2.69 6.39 1.63
H 3.36 7.29 3.14
H 5.42 5.74 3.39
H 5.01 4.78 1.77
H 5.56 8.05 2.02
H 6.88 6.76 1.64
H 5.35 8.17 -0.42
H 4.42 6.52 -0.34
H 7.67 6.21 -0.44
H 6.94 7.23 -1.85
H 6.40 4.11 -1.27
H 6.84 5.00 -2.93
H 5.08 5.21 -2.25
H 3.02 1.64 0.46
H 3.01 4.61 0.40
H 3.71 3.28 -0.72
H 1.50 3.68 -2.39
H 2.81 4.99 -2.18
H 0.96 6.38 -2.13
H 1.11 6.07 -0.28
H -0.95 4.85 -2.56
H -1.00 4.06 -0.85
H -2.68 6.25 -1.83
H -1.37 7.28 -0.95
H -2.42 6.69 1.20
H -2.16 4.82 0.90
H -4.79 6.36 -0.31
H -4.66 5.50 1.36
H -4.45 3.46 -2.31
H -6.20 3.70 -1.63
H -5.13 5.22 -2.13
H 0.23 0.63 -0.40
H 0.15 2.28 -1.34
H 3.06 1.33 -1.72
H 0.38 1.14 -3.56
H 2.01 2.12 -3.82
H 2.06 0.22 -4.04
H -1.04 -0.33 2.46
H -0.35 0.87 3.74
H -1.21 1.51 2.08
H 1.79 -0.22 3.71
H -0.76 2.93 4.30
H -1.48 5.35 5.25
H -2.07 5.73 3.33
C 1.50 -3.38 1.32
O 1.22 -4.67 0.79
C -0.10 -4.97 0.71
O -1.02 -4.24 1.05
O -0.22 -6.22 0.19
C -1.57 -6.67 0.05
H 2.58 -3.24 1.34
H 1.06 -2.60 0.69
H 1.12 -3.29 2.35
H -2.12 -6.02 -0.63
H -2.06 -6.72 1.03
H -1.54 -7.68 -0.37
C -10.19 4.67 -5.58
O -9.33 4.35 -4.48
C -9.70 4.90 -3.30
O -10.67 5.63 -3.12
O -8.81 4.51 -2.36
C -9.08 5.02 -1.05
H -9.80 4.18 -6.47
H -11.20 4.31 -5.40
H -10.19 5.75 -5.76
H -10.05 4.68 -0.69
H -9.03 6.12 -1.05
H -8.31 4.65 -0.38
C 1.89 -9.09 -2.14
O 1.61 -10.39 -2.67
C 0.29 -10.68 -2.75
O -0.63 -9.96 -2.41
O 0.17 -11.93 -3.27
C -1.18 -12.38 -3.41
H 2.97 -8.96 -2.12
H 1.46 -8.31 -2.77
H 1.52 -9.01 -1.11
H -1.73 -11.73 -4.10
H -1.67 -12.43 -2.43
H -1.15 -13.39 -3.83
C 6.61 -8.28 2.51
O 5.83 -8.15 1.32
C 4.79 -7.28 1.43
O 4.50 -6.63 2.42
O 4.14 -7.26 0.24
C 3.02 -6.38 0.20
H 7.41 -9.00 2.31
H 7.07 -7.32 2.78
H 6.00 -8.66 3.33
H 3.33 -5.34 0.38
H 2.27 -6.68 0.93
H 2.57 -6.44 -0.79
C -7.82 -11.89 -1.85
O -6.58 -11.51 -2.44
C -5.71 -10.93 -1.57
O -5.91 -10.73 -0.38
O -4.57 -10.62 -2.25
C -3.56 -10.00 -1.46
H -8.44 -12.34 -2.64
H -7.67 -12.63 -1.07
H -8.35 -11.01 -1.46
H -3.24 -10.67 -0.66
H -3.92 -9.05 -1.05
H -2.70 -9.80 -2.10



Values of E, in order: -17657.92740, -4062.15010, -6396.42982, all in hartree.